{
  "formula": "C31H19Cl45N3S2",
  "method": "ωB97M-V/def2-TZVPD",
  "symbols": ["S", "C", "S", "C", "C", "C", "C", "C", "C", "N", "N", "C", "Cl", "N", "C", "C", "C", "C", "C", "C", "C", "C", "C", "C", "C", "C", "H", "H", "H", "H", "H", "H", "H", "H", "H", "H", "H", "H", "H", "H", "H", "H", "H", "H", "H", "C", "Cl", "Cl", "Cl", "Cl", "C", "Cl", "Cl", "Cl", "Cl", "C", "Cl", "Cl", "Cl", "Cl", "C", "Cl", "Cl", "Cl", "Cl", "C", "Cl", "Cl", "Cl", "Cl", "C", "Cl", "Cl", "Cl", "Cl", "C", "Cl", "Cl", "Cl", "Cl", "C", "Cl", "Cl", "Cl", "Cl", "C", "Cl", "Cl", "Cl", "Cl", "C", "Cl", "Cl", "Cl", "Cl", "C", "Cl", "Cl", "Cl", "Cl"],
  "positions_angstrom": [[0.23045, 1.05923, -3.91677], [0.86963, -0.06108, -2.93261], [1.15447, -1.71587, -3.56262], [-0.12873, -2.60644, -2.62448], [-1.13027, -3.34851, -3.50721], [-2.59313, -3.18580, -3.03397], [-2.74911, -2.97118, -1.56642], [-2.18796, -3.80679, -0.62138], [-2.33489, -3.51260, 0.73071], [-3.00383, -2.42416, 1.05918], [-3.58778, -1.57946, 0.24045], [-3.46121, -1.84556, -1.04139], [-4.19839, -0.71429, -2.07554], [1.24588, 0.25195, -1.61355], [1.83114, -0.85141, -0.86944], [1.14040, -1.58961, 0.08774], [1.77062, -2.62922, 0.76697], [3.10342, -2.93549, 0.52134], [3.79864, -2.20358, -0.43739], [3.16342, -1.17148, -1.11235], [0.23668, 0.99683, -0.88620], [-1.05875, 0.51042, -0.73306], [-2.03305, 1.22945, -0.05555], [-1.71432, 2.47585, 0.47674], [-0.42571, 2.96412, 0.31505], [0.55154, 2.23841, -0.35551], [-0.58986, -1.86004, -1.98946], [0.40983, -3.30287, -1.98549], [-0.85834, -4.39923, -3.50975], [-1.06455, -3.01053, -4.53678], [-3.03053, -2.36054, -3.57992], [-3.16464, -4.06297, -3.34157], [-1.63132, -4.69332, -0.89668], [-1.88316, -4.13605, 1.48391], [-3.07917, -2.20222, 2.04697], [0.10759, -1.37649, 0.31021], [1.23642, -3.18960, 1.52155], [3.60724, -3.72092, 1.06372], [4.83840, -2.39891, -0.64872], [3.71173, -0.59030, -1.83905], [-1.34142, -0.44396, -1.15701], [-3.03459, 0.83279, 0.02853], [-2.46928, 3.05694, 0.98580], [-0.18922, 3.93056, 0.72902], [1.53965, 2.65241, -0.48757], [5.74079, 1.94351, -0.17513], [6.22647, 2.96583, 1.17523], [6.43005, 2.56798, -1.67435], [6.32271, 0.29809, 0.09491], [3.97302, 1.93851, -0.29590], [-0.72783, 7.13192, 1.02281], [-0.24143, 8.46847, -0.01114], [-1.78671, 6.04259, 0.11732], [0.70971, 6.23977, 1.56216], [-1.59462, 7.74454, 2.43081], [-4.78218, 9.19489, 5.00102], [-4.31972, 7.50867, 4.72623], [-3.95017, 9.80385, 6.43160], [-4.32412, 10.15945, 3.59493], [-6.52659, 9.29175, 5.24262], [5.20187, 6.42669, -3.99331], [5.32699, 7.85520, -2.96246], [5.63846, 4.98978, -3.05433], [3.53801, 6.25260, -4.55351], [6.28298, 6.59843, -5.37521], [-0.13441, -8.05629, -2.38347], [-1.32946, -8.46340, -3.60963], [-0.53301, -6.44963, -1.69789], [-0.16143, -9.25027, -1.09852], [1.46521, -7.96725, -3.11750], [-5.55228, -5.75455, 3.00777], [-4.81993, -4.44434, 2.02733], [-5.11995, -5.50438, 4.69341], [-7.29482, -5.70429, 2.81169], [-4.91891, -7.29585, 2.44116], [0.48753, 0.63908, 4.01211], [2.02525, 0.78970, 4.85166], [-0.23522, 2.23135, 3.79495], [0.79847, -0.12711, 2.44064], [-0.61814, -0.38607, 4.94548], [0.87701, 9.73123, -3.68630], [1.36738, 10.92064, -2.47415], [-0.83034, 9.95854, -4.07561], [1.85018, 9.93613, -5.14316], [1.12165, 8.10921, -3.03684], [2.87220, -12.04853, -0.93251], [2.90803, -13.66320, -1.63542], [2.44610, -10.86729, -2.17812], [1.66302, -11.99701, 0.36078], [4.45668, -11.65366, -0.26839], [-6.12422, 3.27738, 1.19974], [-6.68017, 4.62482, 0.21516], [-7.30418, 2.92763, 2.46039], [-5.91540, 1.84415, 0.17557], [-4.57246, 3.69033, 1.94193], [5.81526, -0.75602, 5.44326], [5.25724, 0.87748, 5.82890], [4.89915, -1.37352, 4.05945], [7.52917, -0.70778, 5.03602], [5.56327, -1.80820, 6.83548]],
  "homo_energy_ev": -10.18,
  "charge": 1
}

=====

{
  "formula": "C31H20F3N8O3OsS2",
  "method": "ωB97M-V/def2-TZVPD",
  "symbols": ["Os", "N", "C", "C", "C", "C", "C", "C", "S", "N", "C", "C", "C", "C", "C", "C", "N", "H", "H", "H", "H", "H", "H", "H", "H", "H", "S", "C", "C", "N", "C", "H", "H", "H", "F", "C", "F", "F", "C", "C", "C", "C", "C", "C", "C", "C", "H", "H", "H", "H", "O", "N", "C", "C", "N", "C", "N", "O", "C", "C", "C", "C", "O", "N", "H", "H", "H", "H"],
  "positions_angstrom": [[-0.35507, -0.91707, -1.13972], [-2.31050, 2.61471, 0.26036], [-2.36182, 2.70085, 1.66861], [-3.25734, 3.55159, 2.28906], [-3.28691, 3.61881, 3.67573], [-2.42671, 2.83477, 4.42831], [-1.53589, 1.97567, 3.79623], [-1.50288, 1.91478, 2.41362], [-0.29210, 0.88869, 1.63088], [-0.96067, 0.68210, 0.03505], [-1.74478, 1.60552, -0.42335], [-1.96797, 1.54263, -1.86342], [-2.60870, 2.48759, -2.64160], [-2.66716, 2.28616, -4.01082], [-2.08669, 1.15296, -4.55062], [-1.46358, 0.25533, -3.70453], [-1.40997, 0.45390, -2.38621], [-2.90917, 3.24329, -0.24547], [-3.92472, 4.16434, 1.69469], [-3.98278, 4.28751, 4.16222], [-2.44228, 2.89125, 5.50741], [-0.85586, 1.36656, 4.37910], [-3.04224, 3.38247, -2.21997], [-3.15711, 3.01154, -4.64517], [-2.12457, 0.94870, -5.60960], [-1.01248, -0.64688, -4.08087], [-1.72824, -4.55885, 1.18335], [-1.91590, -3.23775, 2.25171], [-1.54007, -2.09020, 1.64983], [-1.12281, -2.24616, 0.34196], [-1.17358, -3.51586, -0.00919], [-2.28423, -3.36525, 3.25491], [-1.53223, -1.11784, 2.10176], [-0.85366, -3.86940, -0.97529], [5.76620, -0.25388, 5.99728], [6.15307, 0.24737, 4.80847], [7.28908, -0.38827, 4.46798], [6.45326, 1.54075, 4.99575], [5.08544, 0.05431, 3.76481], [4.50302, 1.13825, 3.13020], [3.51427, 0.92904, 2.18125], [3.10779, -0.36722, 1.87069], [3.69847, -1.45510, 2.51966], [4.68438, -1.24219, 3.46264], [2.07860, -0.57701, 0.89491], [1.16708, -0.70145, 0.10807], [4.81903, 2.14242, 3.37467], [3.05411, 1.76725, 1.67550], [3.38154, -2.45946, 2.27424], [5.14532, -2.08048, 3.96841], [-1.75453, -1.96220, -2.33042], [-2.80701, -2.58934, -1.85824], [-3.80762, -2.66870, -2.66679], [-3.81020, -2.10292, -3.98953], [-3.79185, -1.63040, -5.03595], [-4.98400, -3.34074, -2.18627], [-5.92953, -3.85912, -1.79330], [1.53462, 1.73243, -3.37445], [1.76784, 0.55940, -3.30990], [2.86945, -0.23494, -4.02088], [2.67370, -1.70436, -3.60741], [1.51376, -1.58705, -2.67925], [0.84381, -2.42271, -1.99091], [1.05239, -0.36444, -2.53532], [3.83001, 0.16741, -3.70223], [2.78773, -0.07777, -5.09500], [3.52613, -2.14774, -3.09350], [2.42526, -2.35763, -4.44411]],
  "relative_energy_kcal_mol": 0.4,
  "homo_energy_ev": -10.87,
  "charge": 1
}

=====

{
  "formula": "C31H21AlCl4F5N3O7S2",
  "method": "ωB97M-V/def2-TZVPD",
  "symbols": ["Al", "F", "C", "C", "F", "C", "F", "C", "S", "C", "F", "C", "F", "O", "N", "O", "O", "Cl", "C", "C", "C", "C", "C", "C", "N", "C", "C", "N", "C", "O", "C", "C", "C", "Cl", "S", "C", "C", "C", "Cl", "C", "H", "H", "H", "H", "H", "H", "H", "H", "H", "H", "H", "H", "H", "C", "C", "C", "C", "Cl", "C", "C", "C", "O", "C", "C", "O", "O", "H", "H", "H", "H", "H", "H", "H", "H"],
  "positions_angstrom": [[-0.17776, 0.12976, -2.39376], [3.36482, 5.47088, -0.36465], [2.77977, 4.53407, -1.10184], [3.23312, 3.22805, -1.05963], [4.24537, 2.90165, -0.25417], [2.64717, 2.27119, -1.86940], [3.13215, 1.02318, -1.80370], [1.60326, 2.57153, -2.73429], [0.92254, 1.38934, -3.86480], [1.14190, 3.88311, -2.72250], [0.11731, 4.24633, -3.49849], [1.71963, 4.85745, -1.92908], [1.26196, 6.11156, -1.96347], [-1.72774, -1.51011, -1.64153], [-2.02482, -1.53620, -2.84807], [-2.93197, -2.12751, -3.33523], [-1.23690, -0.78457, -3.60229], [-1.00025, -6.89881, -3.73953], [-0.54065, -6.14705, -2.24874], [-1.35649, -5.18256, -1.68038], [-0.97425, -4.59519, -0.48619], [0.21977, -4.92724, 0.14818], [0.65070, -4.23562, 1.42605], [1.80194, -3.23975, 1.19293], [1.72123, -2.52573, -0.07293], [2.13190, -3.01827, -1.29683], [1.71373, -2.12848, -2.22533], [1.05034, -1.10421, -1.57954], [1.08814, -1.37088, -0.28585], [-0.44749, -3.72195, 2.15183], [-0.92892, -2.41491, 1.86851], [-2.27273, -2.28415, 2.50868], [-2.75353, -1.14623, 3.07661], [-1.95307, 0.37045, 3.16901], [-4.34967, -1.32231, 3.67659], [-4.38856, -2.96146, 3.18149], [-3.23424, -3.33731, 2.57504], [1.00016, -5.91194, -0.44928], [2.50498, -6.40947, 0.28219], [0.63838, -6.53000, -1.63492], [-2.28095, -4.89558, -2.16262], [-1.63598, -3.86171, -0.04450], [1.06854, -4.99167, 2.09327], [2.74569, -3.77874, 1.20093], [1.82571, -2.51753, 2.00701], [2.69009, -3.93437, -1.38573], [1.84107, -2.13737, -3.29405], [0.69471, -0.71896, 0.47731], [-1.01844, -2.25207, 0.78846], [-0.25876, -1.64785, 2.26804], [-5.26258, -3.56204, 3.37460], [-3.04481, -4.33559, 2.20864], [1.26545, -7.29559, -2.06832], [-1.46232, 5.77570, -0.04369], [-0.41858, 5.34340, 0.95158], [0.64514, 6.19570, 1.24495], [1.59017, 5.86000, 2.19629], [2.86636, 6.98025, 2.56897], [1.51628, 4.65445, 2.87391], [0.46541, 3.80070, 2.59277], [-0.49791, 4.14096, 1.65338], [-1.59315, 3.30225, 1.57077], [-1.85116, 2.64797, 0.35663], [-0.76993, 1.66523, -0.04309], [0.11955, 1.31375, 0.70130], [-0.98116, 1.18359, -1.24396], [-1.36311, 6.83908, -0.25325], [-2.46926, 5.59422, 0.33799], [-1.36681, 5.24780, -0.99488], [0.72048, 7.14766, 0.73417], [2.26189, 4.39611, 3.61280], [0.36831, 2.85322, 3.10457], [-2.05111, 3.31988, -0.47730], [-2.75005, 2.05049, 0.52234]],
  "relative_energy_kcal_mol": 13.2,
  "homo_energy_ev": -8.64
}